Computed, not measured: a cluster of 7 separate species, C17H47FNO7P2S6 in total, with ωB97M-V/def2-TZVPD.

Each atom is followed by the atoms it is bonded to, with distances in Å.
Atoms and positions in Å:
1 C 4.918 3.465 0.445  C2 1.319, H11 1.142
2 C 4.334 2.383 0.921  C1 1.319, C3 1.632
3 C 3.561 1.170 1.693  C2 1.632, C4 1.622, H12 1.167, H13 1.148
4 C 2.091 1.747 2.060  C3 1.622, C5 1.636, H14 1.158, H15 1.164
5 C 0.868 0.829 1.478  C4 1.636, P6 1.926, H16 1.167, H17 1.151
6 P -0.737 1.662 2.141  C5 1.926, N7 1.771, F8 1.730, P9 2.191
7 N -0.276 3.112 3.046  P6 1.771, H18 1.035, H19 1.036
8 F -1.471 0.509 3.201  P6 1.730
9 P -2.079 2.306 0.533  P6 2.191, O10 1.549, H20 1.456, H21 1.457
10 O -1.579 1.964 -0.893  P9 1.549
11 H 5.239 4.522 0.154  C1 1.142
12 H 4.135 1.048 2.701  C3 1.167
13 H 3.557 0.210 1.065  C3 1.148
14 H 1.989 1.739 3.213  C4 1.158
15 H 1.923 2.805 1.605  C4 1.164
16 H 0.930 -0.261 1.889  C5 1.167
17 H 0.873 0.736 0.331  C5 1.151
18 H -0.584 3.070 4.033  N7 1.035
19 H -0.624 3.961 2.566  N7 1.036
20 H -3.378 1.726 0.840  P9 1.456
21 H -2.270 3.741 0.698  P9 1.457
22 C 0.212 -4.395 -1.208  S23 1.806, H26 1.091, H27 1.092, H28 1.091
23 S -0.235 -2.660 -0.987  C22 1.806, O24 1.499, C25 1.807
24 O 1.028 -1.900 -0.712  S23 1.499
25 C -1.087 -2.883 0.590  S23 1.807, H29 1.092, H30 1.091, H31 1.092
26 H 0.793 -4.487 -2.127  C22 1.091
27 H 0.814 -4.737 -0.364  C22 1.092
28 H -0.694 -4.997 -1.292  C22 1.091
29 H -0.406 -3.317 1.325  C25 1.092
30 H -1.951 -3.534 0.448  C25 1.091
31 H -1.425 -1.906 0.942  C25 1.092
32 C 7.339 -2.739 1.616  S33 1.807, H36 1.091, H37 1.092, H38 1.092
33 S 7.776 -0.990 1.745  C32 1.807, O34 1.498, C35 1.806
34 O 6.615 -0.282 2.374  S33 1.498
35 C 7.720 -0.650 -0.028  S33 1.806, H39 1.092, H40 1.092, H41 1.091
36 H 7.278 -3.154 2.624  C32 1.091
37 H 6.372 -2.847 1.121  C32 1.092
38 H 8.111 -3.268 1.054  C32 1.092
39 H 6.730 -0.886 -0.423  C35 1.092
40 H 8.480 -1.246 -0.538  C35 1.092
41 H 7.929 0.410 -0.184  C35 1.091
42 C -3.971 1.534 -2.788  S43 1.807, H46 1.090, H47 1.092, H48 1.092
43 S -5.610 2.258 -2.559  C42 1.807, O44 1.497, C45 1.807
44 O -6.547 1.147 -2.199  S43 1.497
45 C -5.887 2.659 -4.299  S43 1.807, H49 1.092, H50 1.092, H51 1.092
46 H -3.614 1.176 -1.822  C42 1.090
47 H -4.026 0.696 -3.486  C42 1.092
48 H -3.285 2.293 -3.167  C42 1.092
49 H -5.825 1.752 -4.905  C45 1.092
50 H -5.139 3.382 -4.630  C45 1.092
51 H -6.883 3.095 -4.401  C45 1.092
52 C 9.544 2.170 4.115  S53 1.807, H56 1.092, H57 1.092, H58 1.092
53 S 10.968 1.743 3.088  C52 1.807, O54 1.495, C55 1.807
54 O 10.850 0.294 2.740  S53 1.495
55 C 12.200 1.887 4.402  S53 1.807, H59 1.092, H60 1.092, H61 1.091
56 H 8.644 2.107 3.501  C52 1.092
57 H 9.461 1.471 4.950  C52 1.092
58 H 9.655 3.190 4.488  C52 1.092
59 H 11.955 1.206 5.219  C55 1.092
60 H 12.227 2.916 4.766  C55 1.092
61 H 13.176 1.624 3.991  C55 1.091
62 C -3.885 -6.372 -2.184  S63 1.806, H66 1.091, H67 1.092, H68 1.092
63 S -4.332 -4.636 -1.962  C62 1.806, O64 1.498, C65 1.806
64 O -3.069 -3.879 -1.687  S63 1.498
65 C -5.184 -4.858 -0.385  S63 1.806, H69 1.092, H70 1.092, H71 1.091
66 H -3.304 -6.464 -3.103  C62 1.091
67 H -3.283 -6.714 -1.339  C62 1.092
68 H -4.791 -6.975 -2.268  C62 1.092
69 H -4.503 -5.293 0.350  C65 1.092
70 H -6.049 -5.510 -0.526  C65 1.092
71 H -5.521 -3.882 -0.033  C65 1.091
72 C -9.953 1.519 -2.618  S73 1.806, H76 1.092, H77 1.092, H78 1.092
73 S -10.097 2.328 -4.226  C72 1.806, O74 1.498, C75 1.806
74 O -9.105 3.450 -4.256  S73 1.498
75 C -11.725 3.053 -3.930  S73 1.806, H79 1.092, H80 1.092, H81 1.091
76 H -8.981 1.026 -2.566  C72 1.092
77 H -10.027 2.259 -1.819  C72 1.092
78 H -10.743 0.772 -2.513  C72 1.092
79 H -11.692 3.700 -3.051  C75 1.092
80 H -12.458 2.257 -3.783  C75 1.092
81 H -12.005 3.644 -4.803  C75 1.091

Kohn-Sham gap, eV: 5.23
Charge: +1
HOMO, eV: -10.10
Electronic energy, Eh: -4428.4812